[1]
A 2-piece molecular cluster, C25H20F3N2O overall, computed with the ωB97M-V functional and the def2-TZVPD basis.

```
51
Properties=species:S:1:pos:R:3:mulliken_charge:R:1
F 2.688 2.411 1.094 -0.3005
C 2.540 1.093 1.475 0.3059
C 3.697 0.390 1.802 -0.5557
C 3.509 -0.909 2.282 0.0865
F 4.616 -1.636 2.661 -0.3124
C 2.266 -1.467 2.480 -0.5526
C 1.088 -0.703 2.229 1.2371
C -0.141 -1.273 2.672 -0.9837
C -1.471 -0.995 2.222 1.3500
C -2.425 -2.034 2.406 -0.6132
C -3.764 -1.846 2.116 -0.5605
C -4.238 -0.610 1.649 -0.5536
C -3.294 0.384 1.413 0.1250
F -3.747 1.612 0.983 -0.3078
C -1.936 0.231 1.669 -0.5810
C 1.257 0.581 1.631 -0.6962
H 4.690 0.812 1.689 0.5068
H 2.145 -2.477 2.873 0.4733
H -0.033 -2.197 3.260 0.3899
H -2.054 -2.992 2.777 0.4024
H -4.461 -2.666 2.274 0.4126
H -5.293 -0.432 1.457 0.4957
H -1.276 1.077 1.520 0.5322
H 0.410 1.189 1.336 0.3657
H -0.182 -0.586 4.561 -0.4127
C -0.407 0.144 5.396 0.8399
H -0.209 1.138 4.959 0.4207
C -1.837 -0.002 5.768 -0.9433
C -2.221 -0.660 6.888 -0.3339
N -1.318 -0.985 7.866 0.1169
C -1.726 -1.702 9.037 0.0231
C -2.429 -2.908 8.903 -0.2381
C -2.717 -3.660 10.048 -0.6037
C -2.424 -3.152 11.321 -0.4160
C -1.753 -1.928 11.441 -0.6840
C -1.328 -1.242 10.298 -0.1876
C 0.013 -0.656 7.710 -0.1482
C 0.503 -0.165 6.546 -0.2360
C 1.981 -0.229 6.371 0.0331
N 2.483 0.299 5.209 -0.2540
O 2.693 -0.763 7.217 -0.6597
H -2.589 0.340 5.062 0.4779
H -3.262 -0.930 7.101 0.5099
H -2.700 -3.273 7.907 0.4116
H -3.178 -4.642 9.946 0.3704
H -2.710 -3.711 12.214 0.3720
H -1.550 -1.503 12.422 0.3757
H -0.716 -0.338 10.369 0.4334
H 0.631 -0.906 8.575 0.6528
H 1.955 0.850 4.548 0.1432
H 3.476 0.226 5.062 0.2711
```

Output
Multiplicity ... 1
Charge ... +1

***

[2]
C18H12Cl2LuN3O as an isolated structure, computed with the ωB97M-V functional and the def2-TZVPD basis.

```
37
Properties=species:S:1:pos:R:3:mulliken_charge:R:1
Lu 0.506 -0.864 0.653 1.8656
N -1.994 2.173 -0.125 -0.4587
C -3.057 1.377 0.327 0.6890
C -4.322 2.100 0.466 -0.7946
C -5.368 1.435 0.981 -0.6960
C -5.254 0.105 1.372 -0.7941
C -4.098 -0.644 1.252 1.1243
C -4.084 -1.948 1.762 -0.4428
C -2.919 -2.675 1.708 -0.9432
C -1.750 -2.021 1.268 0.2327
N -1.742 -0.772 0.788 -0.3534
C -2.925 0.012 0.849 0.1298
H -2.464 3.050 -0.619 0.2852
H -1.246 1.725 -0.656 0.1308
H -4.372 3.019 -0.060 0.3018
H -6.243 1.993 1.023 0.4724
H -6.123 -0.316 2.014 0.2306
H -4.920 -2.387 2.204 0.5031
H -2.777 -3.670 2.047 0.4442
H -0.851 -2.640 1.296 0.2824
Cl 1.473 3.459 -1.699 -0.1358
C 2.692 2.232 -1.431 -0.0124
C 4.021 2.306 -1.842 -0.5256
C 4.857 1.231 -1.742 0.7623
Cl 6.428 1.472 -2.353 -0.1953
C 4.502 -0.029 -1.271 -0.0983
C 5.359 -1.138 -1.153 -0.4442
C 4.840 -2.290 -0.558 -0.8120
C 3.489 -2.333 -0.176 0.1396
N 2.630 -1.333 -0.277 -0.7018
C 3.156 -0.142 -0.775 0.3616
C 2.216 0.930 -0.956 0.5814
O 0.957 0.756 -0.515 -0.7382
H 4.411 3.267 -2.244 0.4077
H 6.381 -0.935 -1.394 0.4831
H 5.421 -3.220 -0.462 0.3730
H 3.173 -3.285 0.298 0.3456
```

Output
Multiplicity ... 1
Charge ... +2

***

[3]
A 3-piece molecular cluster, C4H17N2O2 overall, computed with the ωB97M-V functional and the def2-TZVPD basis.

```
25
Properties=species:S:1:pos:R:3:mulliken_charge:R:1
C 2.491 1.432 -1.733 -1.4715
C 2.056 0.311 -0.749 0.2292
C 0.680 -0.201 -1.199 -0.8974
C 0.318 -1.448 -0.389 -1.8136
N -0.031 -1.102 1.087 -0.4545
N 1.976 0.890 0.627 -0.8556
H 3.564 1.611 -1.598 0.3823
H 2.172 1.295 -2.777 0.3659
H 2.132 2.455 -1.531 0.3545
H 2.837 -0.433 -0.846 0.4344
H 0.788 -0.314 -2.264 0.5298
H -0.140 0.535 -1.062 0.2935
H -0.503 -1.997 -0.811 0.6824
H 1.258 -1.993 -0.238 0.5236
H 0.058 -1.916 1.718 0.8485
H 0.697 -0.394 1.312 0.5963
H 2.741 0.940 1.287 0.2495
H 1.615 1.820 0.453 0.2977
H -0.990 -0.734 1.252 -0.0263
H -3.577 -0.717 3.362 0.4231
H -3.545 -0.620 1.804 0.3364
O -3.020 -0.835 2.588 -0.8608
H -4.254 0.005 -0.708 0.4073
H -5.062 0.961 0.268 0.3573
O -4.260 0.450 0.145 -0.9321
```

Output
<S²> ... 0.751
Energy relative to the best compared isomer or geometry (same formula, charge and spin) ... 1.112 eV
Multiplicity ... 2
Charge ... 0

***

[4]
C39H31GeN2O4Pd as an isolated structure, computed with the ωB97M-V functional and the def2-TZVPD basis.

```
78
Properties=species:S:1:pos:R:3:mulliken_charge:R:1
Pd -0.198 1.133 -0.408 0.2630
O -4.715 1.165 4.889 -0.6426
C -3.796 1.994 5.006 -0.2101
O -3.605 2.835 5.883 -0.7058
C -2.680 1.817 3.974 0.6639
C -1.712 0.825 4.093 -0.4938
C -0.784 0.653 3.086 -0.6103
N -0.758 1.372 1.967 0.1493
C -1.675 2.340 1.862 0.5745
C -2.622 2.605 2.832 -0.2895
C -1.569 3.064 0.533 -0.0110
O -1.061 4.166 0.496 -0.6496
O -1.954 2.362 -0.498 -0.6797
H -1.704 0.184 4.962 0.4177
H -0.022 -0.117 3.157 0.3897
H -3.332 3.408 2.693 0.5419
Ge 0.860 3.004 -1.331 1.1867
C 2.054 3.809 -0.025 0.0443
C 2.518 5.105 -0.223 -0.5536
C 3.415 5.684 0.661 -0.5659
C 3.852 4.973 1.766 -0.4041
C 3.385 3.687 1.982 -0.7836
C 2.493 3.112 1.091 0.1902
C 1.914 1.976 -2.642 -0.1213
C 1.613 2.085 -3.998 -0.4027
C 2.309 1.357 -4.950 -0.5740
C 3.313 0.487 -4.556 -0.4105
C 3.631 0.371 -3.213 -0.5419
C 2.945 1.118 -2.271 -0.0755
H 0.082 4.039 -2.142 -0.2951
H 2.170 5.682 -1.069 0.3224
H 3.761 6.695 0.491 0.3775
H 4.542 5.427 2.466 0.3580
H 3.702 3.133 2.857 0.3922
H 2.106 2.115 1.298 0.2207
H 0.821 2.751 -4.321 0.3353
H 2.059 1.457 -5.999 0.3894
H 3.846 -0.099 -5.293 0.4048
H 4.419 -0.302 -2.899 0.3996
H 3.229 1.034 -1.226 0.3019
N -0.716 -1.152 -0.231 -0.0389
C -1.238 -2.060 0.495 -0.2934
C -0.529 -3.360 0.731 -0.6984
C -0.513 -4.339 -0.251 0.3099
C 0.181 -5.522 -0.040 -0.9147
C 0.867 -5.725 1.145 -0.3737
C 0.859 -4.744 2.126 -0.8554
C 0.160 -3.566 1.921 0.1809
C -2.537 -1.813 1.138 0.8384
C -3.228 -0.633 0.853 -0.3176
C -4.368 -0.317 1.563 -0.5560
C -4.838 -1.163 2.557 -0.2601
C -4.192 -2.365 2.798 -1.0397
C -3.047 -2.695 2.091 -0.2966
H -1.039 -4.172 -1.180 0.5559
H 0.186 -6.285 -0.806 0.4230
H 1.409 -6.648 1.307 0.3897
H 1.391 -4.898 3.054 0.4113
H 0.136 -2.803 2.686 0.4639
H -2.849 0.056 0.102 0.3605
H -4.865 0.627 1.391 0.3803
H -5.671 -0.850 3.163 0.2875
H -4.561 -3.035 3.563 0.3776
H -2.543 -3.626 2.304 0.4052
C 0.598 -1.332 -0.807 -1.1724
C 0.568 -1.707 -2.246 1.5011
C 1.255 -2.838 -2.673 -0.4050
C 1.223 -3.217 -4.003 -0.8987
C 0.489 -2.475 -4.915 -0.4806
C -0.205 -1.353 -4.491 -0.8221
C -0.162 -0.964 -3.165 -0.0988
H 1.130 -0.363 -0.639 0.0099
H 1.223 -2.056 -0.258 0.5934
H 1.813 -3.427 -1.955 0.4680
H 1.768 -4.093 -4.324 0.4238
H 0.461 -2.768 -5.955 0.3915
H -0.770 -0.762 -5.198 0.4126
H -0.698 -0.065 -2.831 0.4354
```

Output
Energy relative to the best compared isomer or geometry (same formula, charge and spin) ... 0.866 eV
Multiplicity ... 1
Charge ... -1

***

The max |F| results, record by record, are as follows: 0.035 0.097 0.048 0.020 Eh/bohr.
The total energy results, record by record, are as follows: -1448.706105 -3088.011621 -422.447566 -4120.091137 Eh.